[1]
This record from the Open Molecules 2025 dataset describes a molecular structure, C20H31N3O2S. The level of theory is wB97M-V/def2-TZVPD.

Results
Kohn-Sham gap = 9.5 eV
LUMO = 0.564 eV
Highest occupied orbital energy = -8.9790 eV
ΔE to the lowest compared entry with this formula, charge and spin = 25.78 kJ/mol
Total charge = 0

Geometry (Å):
S -4.074 2.757 -5.968
O -1.577 0.311 -2.650
O -0.206 0.505 1.459
N -1.929 2.441 -1.966
N -2.930 1.699 -6.469
N 0.609 0.717 -0.618
C 0.878 -1.440 0.550
C 1.320 0.234 -1.787
C 1.972 -1.720 2.853
C 0.799 -2.058 1.940
C 0.656 -3.581 1.873
C 0.462 -4.179 3.265
C 1.759 -2.263 4.251
C -1.376 2.301 -0.619
C 2.767 -0.464 2.701
C -1.987 1.439 -2.875
C -1.132 0.269 -5.688
C 3.385 -1.794 2.339
C -3.654 2.675 -4.333
C -1.602 3.443 1.660
C -2.230 1.259 -5.449
C 1.594 -3.781 4.210
C -2.606 1.808 -4.181
C 0.156 2.098 -0.612
C -1.732 3.575 0.148
C 0.391 0.001 0.514
H -1.883 4.378 2.146
H -2.764 3.846 -0.096
H 2.530 -4.228 3.860
H 1.893 -1.500 0.152
H -0.487 0.183 -4.819
H -2.158 3.370 -2.277
H 4.134 -2.204 3.005
H 2.524 0.214 1.893
H 3.563 -2.001 1.292
H 2.600 -1.983 4.891
H 0.557 2.584 0.280
H 0.862 -1.804 4.681
H 0.252 -2.011 -0.143
H 0.806 0.572 -2.683
H -0.488 -3.817 3.674
H -2.250 2.651 2.033
H -0.098 -1.649 2.416
H 1.325 -0.850 -1.816
H 1.408 -4.174 5.212
H 3.106 0.026 3.604
H -0.589 3.188 1.966
H -0.191 -3.845 1.233
H 0.384 -5.267 3.203
H 1.554 -4.006 1.411
H -1.841 1.435 -0.148
H -0.556 0.564 -6.563
H -4.185 3.215 -3.564
H -1.559 -0.715 -5.884
H 2.354 0.593 -1.802
H 0.581 2.594 -1.487
H -1.097 4.391 -0.219



[2]
This record from the Open Molecules 2025 dataset describes a molecular structure, C20H31N3O2S. The level of theory is wB97M-V/def2-TZVPD.

Results
Kohn-Sham gap = 9.8 eV
LUMO = 0.439 eV
Highest occupied orbital energy = -9.3690 eV
ΔE to the lowest compared entry with this formula, charge and spin = 29.60 kJ/mol
Total charge = 0

Geometry (Å):
S -1.384 5.199 0.491
O 1.110 3.167 -3.080
O 1.121 -0.992 0.509
N -0.578 6.169 -0.556
N 1.336 1.955 -1.161
N 0.010 -0.446 -1.360
C -0.647 -3.928 0.695
C -0.863 -3.849 3.265
C -1.125 -3.209 1.917
C 2.166 0.836 -1.609
C -2.241 -1.273 2.994
C 0.179 4.048 -1.086
C 0.203 5.458 -1.335
C 1.028 6.152 -2.374
C -1.139 -1.687 2.015
C 3.178 1.189 -2.698
C 4.200 0.073 -2.895
C -0.690 3.762 -0.068
C -2.031 -1.910 4.366
C -2.116 -3.926 1.038
C 0.049 -0.809 -0.053
C -1.276 -0.961 0.683
C 1.273 -0.332 -2.075
C 0.936 3.032 -1.880
C -1.179 -0.028 -2.081
C -1.935 -3.431 4.270
H -0.091 -4.845 0.839
H 1.205 2.015 -0.165
H -2.259 -0.183 3.090
H -2.837 -1.623 5.043
H 1.442 7.070 -1.960
H 1.031 -0.195 -3.130
H -2.901 -3.833 3.945
H -1.102 -1.520 4.797
H 1.828 -1.264 -1.968
H 2.662 1.407 -3.630
H 3.692 2.109 -2.410
H 2.703 0.508 -0.720
H 4.962 0.375 -3.613
H -1.669 0.047 0.862
H -1.015 0.955 -2.526
H -2.552 -4.839 1.423
H 4.703 -0.175 -1.957
H -0.175 -1.389 2.439
H -2.035 0.042 -1.418
H -0.951 2.794 0.334
H -3.214 -1.574 2.590
H 0.402 6.418 -3.226
H -2.786 -3.354 0.409
H 0.124 -3.540 3.624
H -0.839 -4.937 3.161
H -1.418 -0.731 -2.882
H 3.740 -0.840 -3.276
H 1.825 5.509 -2.738
H -0.326 -3.353 -0.163
H -2.009 -1.453 0.040
H -1.726 -3.860 5.252



[3]
This record from the Open Molecules 2025 dataset describes C20H31N3O3S in the gas phase. The level of theory is wB97M-V/def2-TZVPD.

Results
Kohn-Sham gap = 9.2 eV
LUMO = 0.623 eV
Highest occupied orbital energy = -8.5691 eV
ΔE to the lowest compared entry with this formula, charge and spin = 105.06 kJ/mol
Total charge = 0

Geometry (Å):
S 0.183 0.387 2.130
O -0.495 -0.783 2.594
O -0.505 1.642 2.129
O -0.489 -1.684 -3.244
N 1.496 0.573 3.109
N 0.783 0.090 0.582
N -0.694 0.547 -3.402
C -3.526 -1.051 -1.949
C -3.064 0.253 0.441
C 4.285 0.486 2.363
C -2.995 0.945 -0.755
C -3.360 -1.105 0.457
C 1.371 -1.498 -1.169
C 1.504 0.958 -1.561
C -3.223 0.304 -1.966
C 0.565 1.158 -0.372
C -1.950 0.505 -4.117
C -3.110 1.046 -3.271
C 3.428 -0.778 2.383
C 2.285 -0.606 3.383
C 3.409 1.687 2.011
C 1.252 -0.395 -2.228
C -0.077 -0.574 -2.975
C -3.591 -1.744 -0.754
C 2.255 1.797 3.008
C 0.449 -1.202 0.011
C -3.421 -1.843 1.757
H 2.405 -1.564 -0.824
H -3.822 -2.799 -0.765
H 1.410 1.788 -2.264
H -0.597 -1.219 -0.326
H -4.233 -1.456 2.372
H 1.597 -1.451 3.356
H -3.709 -1.572 -2.877
H 2.648 2.029 4.005
H 3.995 2.608 2.031
H 3.005 1.554 1.008
H 2.687 -0.511 4.398
H -2.772 2.004 -0.741
H 0.763 2.102 0.135
H -2.491 -1.697 2.303
H -2.861 0.767 1.369
H 4.029 -1.645 2.663
H -4.032 0.936 -3.847
H 1.084 -2.451 -1.612
H 0.564 -1.948 0.797
H 5.093 0.384 1.637
H 1.548 2.576 2.721
H -2.120 -0.543 -4.369
H -3.582 -2.907 1.596
H -1.857 1.087 -5.040
H -2.956 2.110 -3.077
H -0.382 1.451 -3.090
H 3.009 -0.948 1.392
H -0.482 1.158 -0.703
H 4.734 0.639 3.348
H 2.024 -0.563 -2.992
H 2.535 0.962 -1.197



[4]
This record from the Open Molecules 2025 dataset describes a molecular structure, C20H31N3O5. The level of theory is wB97M-V/def2-TZVPD.

Results
Kohn-Sham gap = 7.9 eV
LUMO = 0.631 eV
Highest occupied orbital energy = -7.2884 eV
ΔE to the lowest compared entry with this formula, charge and spin = 1960.80 kJ/mol
Total charge = 0

Geometry (Å):
O 4.595 -0.114 -0.417
O 1.981 -4.761 4.599
O -1.069 3.867 -4.256
O -2.287 2.358 -4.850
O -1.500 -0.201 1.693
N -2.251 2.359 -2.799
N -0.289 -0.312 -0.158
N 0.272 -1.560 1.762
C -0.698 2.042 -0.940
C -1.590 2.941 -1.608
C 1.088 -3.106 3.334
C -1.069 4.585 -5.527
C -0.592 -0.618 1.287
C -0.996 -2.690 5.115
C -1.287 0.787 -0.672
C 4.871 1.246 -0.364
C -0.017 -2.252 2.839
C -2.228 5.450 -5.818
C 1.124 -3.969 4.411
C 0.049 -3.598 5.561
C -1.895 2.859 -3.972
C -0.917 -1.934 4.021
C -2.952 1.189 -2.515
C -2.000 0.114 -2.006
C 2.275 -5.433 5.926
C 2.153 -0.099 -0.372
C 0.965 -0.621 -0.789
C 3.406 -0.257 -0.866
H 3.375 -1.684 -1.019
H -3.215 4.764 -5.887
H 0.571 -0.263 -1.798
H 3.502 -0.083 -2.051
H 3.125 -6.211 5.668
H -1.079 4.015 -1.933
H -0.888 3.684 -6.182
H -2.417 3.424 -0.708
H 6.053 1.311 -0.110
H 2.187 1.199 -0.375
H -2.332 6.082 -5.146
H 4.378 2.055 0.109
H 1.873 -3.340 2.530
H -0.254 5.152 -5.456
H 4.878 1.704 -1.307
H -2.002 5.788 -6.708
H 2.340 -4.735 6.685
H 1.094 -1.579 -0.924
H 1.220 -6.161 5.920
H -1.918 1.112 0.029
H -2.345 -0.610 -1.696
H 0.097 2.450 -0.280
H -1.723 -2.500 5.702
H 2.343 -0.145 0.664
H -1.196 -0.083 -2.583
H 0.244 -4.137 6.243
H 0.176 1.783 -1.762
H -3.397 0.843 -3.450
H -3.795 1.421 -1.924
H -1.859 -1.523 3.524
H 1.121 -1.918 1.118



Calculated strongest force on any atom, 0.16 0.48 1.00 18.39 eV Å⁻¹ (same order as the records).